a:
DFT (ωB97M-V with the def2-TZVPD basis set) results for a structure of composition C25H22CaN14O5SSe2.

XYZ file:
```
70
C25H22CaN14O5SSe2 ωB97M-V with the def2-TZVPD basis set
Ca -1.17029 -1.02573 1.38687
Se 0.46401 1.55767 5.61337
Se -1.77029 1.08277 4.23887
C -1.91139 -0.76553 4.75867
C -2.45249 -1.13633 5.99397
C -2.85329 -2.44693 6.17947
C -2.72139 -3.33563 5.12287
C -2.14879 -2.87593 3.94697
N -1.72129 -1.63593 3.77937
C 1.30941 2.04267 3.96487
C 2.39781 2.91527 3.93377
C 2.88211 3.29457 2.69757
C 2.26371 2.81977 1.54667
C 1.20091 1.93977 1.68947
N 0.76441 1.55187 2.87247
H -2.58419 -0.39023 6.76417
H -3.30579 -2.76923 7.10947
H -3.06699 -4.35653 5.19237
H -2.05879 -3.53893 3.10297
H 2.82111 3.27277 4.86137
H 3.72161 3.97947 2.62097
H 2.60941 3.11097 0.56567
H 0.65961 1.54767 0.83747
O -3.46369 0.74007 3.18797
S -3.27879 0.45127 1.68417
O -4.34809 1.13247 0.98337
O -3.33579 -0.99893 1.50467
O -1.95249 0.94887 1.28857
N 0.95451 -2.99173 2.53967
C 1.63411 -2.07883 1.73517
N 2.92171 -2.14643 1.41657
N 3.09871 -1.13753 0.56647
N 1.99041 -0.50863 0.37817
N 1.02401 -1.06713 1.11477
C 0.00351 -3.71463 1.82297
N -0.22309 -5.01673 1.95797
N -1.19349 -5.26863 1.07237
N -1.51639 -4.19503 0.44187
N -0.78289 -3.16873 0.88637
H 1.58831 -3.59943 3.04767
C 1.56791 4.87377 -3.64293
C 1.45741 3.46037 -4.13163
C 1.15081 3.18207 -5.45613
C 1.07391 1.87797 -5.90633
C 1.30601 0.81367 -5.03723
N 1.25541 -0.47713 -5.57683
C 1.29841 -1.72333 -4.98703
O 1.80191 -2.65203 -5.59513
N 0.74321 -1.89493 -3.75373
C -0.26679 -1.19033 -3.09663
C -1.14289 -0.31873 -3.73603
C -2.12259 0.30687 -2.98453
C -2.19759 0.05647 -1.61953
N -1.37599 -0.79243 -1.02473
C -0.45329 -1.40943 -1.72763
C 1.61241 1.08447 -3.70633
C 1.67561 2.39277 -3.26853
H 1.45771 5.58117 -4.46253
H 2.53471 5.03817 -3.16963
H 0.79901 5.07867 -2.90013
H 0.97121 3.99437 -6.14823
H 0.83541 1.67947 -6.94403
H 1.51021 -0.52703 -6.55513
H 0.99841 -2.76693 -3.30873
H -1.07339 -0.14363 -4.79843
H -2.83089 0.96717 -3.46683
H -2.93199 0.53177 -0.97993
H 0.16421 -2.11153 -1.18313
H 1.82311 0.29107 -3.00853
H 1.90891 2.57887 -2.23213
```

As for the multiplicity: 1. The HOMO-LUMO gap comes out at 6.236 eV. As for the net charge: -2. The value obtained for the molecular weight is 828.6 g mol⁻¹.

These are the natural (NBO) partial charges, in e, on atoms 1 to 5: Ca 1.733; Se -0.240; Se 0.520; C 0.071; C -0.270


b:
DFT (ωB97M-V with the def2-TZVPD basis set) results for a structure of composition C25H22CaN14O5SSe2.

XYZ file:
```
70
C25H22CaN14O5SSe2 ωB97M-V with the def2-TZVPD basis set
Ca -0.47329 0.04450 2.21012
Se 2.45168 -3.09830 3.98335
Se 0.00198 -2.51199 4.10675
C 0.31975 -1.07491 5.35512
C -0.44472 -0.99707 6.51682
C -0.32744 0.13211 7.30127
C 0.56090 1.13004 6.92143
C 1.31288 0.93145 5.77659
N 1.19925 -0.14885 5.00789
C 2.57468 -3.05048 2.07763
C 3.83416 -3.07443 1.47062
C 3.90568 -3.02586 0.09617
C 2.73155 -2.95314 -0.64469
C 1.53285 -2.94214 0.04632
N 1.45160 -3.00808 1.37285
H -1.14282 -1.78846 6.74739
H -0.93124 0.24314 8.19403
H 0.65274 2.04637 7.48962
H 2.02991 1.67434 5.44268
H 4.72351 -3.09258 2.08637
H 4.86962 -3.01946 -0.40002
H 2.74849 -2.90122 -1.72588
H 0.58652 -2.87177 -0.47892
O -2.20154 -1.12273 2.01270
S -2.56394 -0.82185 3.43163
O -3.97278 -0.57908 3.61222
O -1.71122 0.32241 3.87384
O -2.15644 -2.02183 4.26601
N 1.28072 2.82369 2.11442
C 2.03544 1.71672 1.71200
N 3.28972 1.82149 1.30530
N 3.66333 0.54769 1.07133
N 2.68536 -0.25760 1.31285
N 1.61518 0.45029 1.73503
C -0.03990 2.99992 1.70907
N -0.61904 4.19295 1.66799
N -1.84747 3.94655 1.19046
N -1.99726 2.68693 0.95948
N -0.84749 2.03410 1.27052
H 1.80712 3.68248 2.08629
C -0.79269 -2.72544 -6.31474
C -1.24792 -1.38933 -5.78825
C -1.00662 -0.21142 -6.48169
C -1.38629 1.01826 -5.96456
C -2.03044 1.10656 -4.73344
N -2.37749 2.37167 -4.24919
C -2.80487 2.77798 -2.97933
O -3.57333 3.71842 -2.89160
N -2.32793 2.07670 -1.91939
C -1.07982 1.40665 -1.85494
C 0.06361 1.86852 -2.48408
C 1.24837 1.16711 -2.31718
C 1.24592 0.02219 -1.53857
N 0.15085 -0.42839 -0.92905
C -0.97224 0.26215 -1.07141
C -2.32705 -0.07647 -4.05640
C -1.92619 -1.29423 -4.57563
H -0.33301 -2.62347 -7.29789
H -1.62887 -3.42296 -6.39644
H -0.06061 -3.17609 -5.64162
H -0.50099 -0.24747 -7.44060
H -1.17270 1.92724 -6.51652
H -2.55040 3.08143 -4.94113
H -2.67860 2.34664 -0.99634
H 0.02945 2.77527 -3.07470
H 2.16528 1.51484 -2.77366
H 2.15093 -0.55242 -1.37743
H -1.83968 -0.11932 -0.53733
H -2.87359 -0.04379 -3.12411
H -2.15116 -2.19620 -4.01747
```

As for the multiplicity: 1. The HOMO-LUMO gap comes out at 6.555 eV. As for the net charge: -2. The value obtained for the molecular weight is 828.6 g mol⁻¹.

These are the natural (NBO) partial charges, in e, on atoms 1 to 5: Ca 1.753; Se -0.050; Se 0.384; C 0.053; C -0.254


Least stable = a